No. 1
# C45H27FeN12S

A structure of composition C45H27FeN12S (ωB97M-V/def2-TZVPD, the OMol25 dataset).

```
86
Properties=species:S:1:pos:R:3:forces:R:3
Fe 0.700552 -0.990059 -0.195755 0.6528 0.7268 0.0081
C -5.413850 -0.016636 2.068694 0.0022 0.0402 -0.0067
C -5.606372 -1.281296 1.500986 -0.0309 -0.0327 0.0020
C -4.605718 -1.892000 0.767357 0.0742 -0.0790 -0.1206
C -3.413991 -1.198038 0.596229 -0.1895 0.2698 0.4102
C -2.127369 -1.595042 0.062924 0.5750 1.0146 0.1046
N -1.890916 -2.910423 -0.182216 0.3563 -0.7461 -0.1175
C -0.753940 -3.386593 0.236112 -0.8237 0.6585 0.0633
C -0.474149 -4.760023 0.666211 0.4809 -0.4492 0.2721
C -1.034238 -5.985133 0.364864 -0.1166 0.2528 -0.0958
C -0.523385 -7.107254 1.006257 0.0959 -0.0576 0.1079
C 0.505536 -6.998368 1.938748 -0.1163 -0.1488 -0.1009
C 1.058147 -5.764960 2.257062 0.0739 0.3397 0.0780
C 0.568282 -4.648427 1.605681 -0.3207 -0.7255 -0.1831
C 0.914998 -3.226751 1.679812 -0.1060 1.1751 0.2435
N 1.600153 -2.607975 2.617608 0.0677 -0.9321 0.1357
C 1.646850 -1.273836 2.553880 -0.5842 0.7349 -0.8992
N 1.110988 -0.504816 1.600357 0.4450 -0.3061 0.5075
C 1.804303 0.718235 1.564535 0.5890 0.4190 0.2058
N 2.891921 0.616486 0.520623 -0.2951 0.5725 0.1687
C 1.845089 2.713986 0.443928 -0.1636 0.1609 0.3477
N 1.032228 1.857106 1.117246 -0.0993 -0.0034 -0.6333
C -0.287119 2.284250 1.083525 0.7599 0.5966 0.1103
N -1.431953 1.641226 1.190118 -0.9708 -0.9512 0.4380
C -1.845567 0.441475 0.888929 0.2630 1.6040 -0.2709
N -1.235902 -0.581691 0.157343 -0.4092 -1.4439 0.2404
C -3.220356 0.064747 1.165551 -0.3509 -0.4788 -0.2304
C -4.222436 0.669867 1.910906 0.0752 0.0901 -0.0343
C -0.204987 3.658176 0.666762 0.2904 -0.6010 0.1453
C -1.187216 4.641487 0.556261 -0.2464 0.4268 -0.1966
C -0.829530 5.860106 0.020428 -0.3804 -0.3745 0.1798
C 0.477581 6.098182 -0.443504 0.5397 -0.0826 -0.1478
C 1.451145 5.127431 -0.380734 -0.1273 0.3182 -0.2150
C 1.114825 3.896079 0.193039 0.0639 -0.3023 0.2634
C 2.437821 0.848582 2.932962 -0.1962 -0.2853 -0.0066
C 3.044764 1.905737 3.567000 0.0350 0.0529 0.0660
C 3.588595 1.668693 4.827835 -0.0307 -0.0288 -0.1271
C 3.518317 0.406644 5.409156 0.0810 0.0273 0.1453
C 2.909856 -0.657327 4.756855 -0.0564 -0.1904 -0.1423
C 2.369880 -0.419947 3.504559 0.2170 0.3919 0.2725
N 0.245472 -2.577152 0.702292 0.3794 -1.1051 -0.1383
H -6.207615 0.422584 2.659476 -0.0096 0.0084 -0.0300
H -6.546508 -1.793012 1.661568 0.0056 -0.0036 -0.0248
H -4.724026 -2.881155 0.344427 -0.0459 0.0033 0.0285
H -1.834263 -6.056609 -0.360533 -0.0184 -0.0365 0.0368
H -0.929718 -8.084652 0.781094 -0.0013 0.0100 -0.0142
H 0.878737 -7.894419 2.416880 0.0130 0.0189 0.0124
H 1.855460 -5.669404 2.982253 -0.0165 -0.0201 0.0157
H -4.057567 1.637756 2.366197 -0.0022 -0.0106 0.0029
H -2.198698 4.431995 0.880280 0.0081 0.0581 0.0254
H -1.570947 6.644191 -0.062901 0.0073 0.0172 0.0319
H 0.722719 7.065778 -0.862863 -0.0301 -0.0075 -0.0209
H 2.450109 5.294077 -0.761263 -0.0161 0.0366 -0.0039
H 3.094053 2.884352 3.104695 -0.0060 -0.0061 0.0063
H 4.076715 2.475523 5.358817 -0.0219 -0.0058 0.0257
H 3.946748 0.256238 6.391816 -0.0137 -0.0172 -0.0101
H 2.847107 -1.637458 5.211123 0.0349 -0.0033 -0.0135
N 3.963886 2.351893 -0.837551 -0.0425 0.1835 -0.1713
C 2.739879 1.808769 -0.364562 -0.0749 -0.4281 0.5030
S 2.961067 -0.907228 -0.272204 -0.0105 -0.5207 -0.0379
N 1.849626 1.604615 -1.482132 -0.2062 -0.0169 -0.5622
N 0.973602 0.674208 -1.388364 0.4552 0.1994 -0.1131
C 0.103813 0.562230 -2.427612 -0.3905 0.0522 0.0307
C -0.124247 1.665304 -3.381782 0.1162 -0.0026 -0.2132
C -0.047823 1.454369 -4.762928 0.1057 0.0318 0.2458
C -0.235605 2.497250 -5.655975 -0.0150 0.0131 -0.0938
C -0.491777 3.778121 -5.192451 0.0053 -0.0446 -0.0404
C -0.564840 4.002942 -3.824591 -0.0045 0.0539 0.0095
C -0.384706 2.961595 -2.932010 -0.1634 -0.0441 -0.0317
C -0.311971 -0.775537 -2.683179 0.1659 0.1602 -0.0843
C -1.246389 -1.171103 -3.660105 -0.0547 -0.0676 -0.0023
C -1.331398 -2.496904 -4.013449 0.0291 0.1037 0.0549
C -0.488307 -3.430282 -3.405447 0.0598 -0.0949 0.0267
C 0.286099 -3.001250 -2.351761 0.0331 -0.0592 0.0015
N 0.329551 -1.730014 -1.953535 -0.4323 -0.0376 -0.5396
H 4.598077 2.475106 -0.059772 0.0503 -0.0555 0.0332
H 4.378982 1.712860 -1.506392 -0.0015 0.0269 -0.0231
H 0.203429 0.470232 -5.134378 -0.0169 -0.0350 -0.0457
H -0.164507 2.307749 -6.720119 0.0073 0.0106 0.0073
H -0.625673 4.592980 -5.892350 -0.0128 0.0080 0.0155
H -0.761153 4.999377 -3.448025 -0.0043 -0.0146 0.0235
H -0.463746 3.154859 -1.873453 0.0464 -0.0062 0.1059
H -1.875773 -0.421795 -4.116937 0.0281 0.0054 -0.0632
H -2.041861 -2.815331 -4.765238 0.0086 0.0240 -0.0278
H -0.464881 -4.464730 -3.715339 -0.0175 -0.0032 0.0346
H 0.906027 -3.690817 -1.789854 -0.0539 -0.0315 0.0394
```
Positions in Å, forces in eV/Å.

As for the spin multiplicity: 2. The calculation puts the LUMO energy (alpha / beta) at -1.78 / -1.78 eV. Its expectation value of S² is 0.784.

---

No. 2
# C7H11OP

An isolated molecule of C7H11OP (ωB97M-V/def2-TZVPD, the OMol25 dataset).

```
20
Properties=species:S:1:pos:R:3:forces:R:3
C -3.395356 -0.070693 -1.223034 -0.3246 -0.6228 0.6897
C -0.191777 -0.783261 0.648521 0.0143 -0.1210 -0.1262
C -0.855552 1.680249 1.382453 -3.2351 -0.0414 -0.2163
C -0.994056 1.733816 -0.110787 4.2113 1.1052 -1.4287
C -0.952890 0.453399 0.583010 -4.7968 -2.5676 -0.9369
C 1.966873 -2.000296 0.430265 2.0514 -0.6034 -0.2081
C 1.275451 -0.676585 0.866703 1.2602 -1.5248 -1.6495
O -0.795786 -1.847609 0.594778 0.7873 0.3979 -0.0842
P -2.932166 -0.483688 0.359182 0.9991 1.4531 -0.9838
H -4.409075 -0.408146 -1.621091 1.4282 0.3699 0.7902
H -2.775430 0.414775 -1.989098 -0.1499 -0.0931 0.4519
H -0.028590 1.961421 1.928957 1.9023 0.4490 0.7778
H -1.825159 1.784930 1.920731 0.9232 0.5421 -0.2269
H -1.792485 2.203905 -0.599516 -1.7189 -0.1574 -0.2149
H -0.098828 1.967657 -0.794870 -0.7777 -0.1739 1.5784
H 1.766169 -2.827093 1.149999 -0.4076 0.5890 -0.6624
H 3.139163 -1.890857 0.582870 -2.2920 -0.0135 -0.8514
H 1.687250 -2.346547 -0.626993 0.6105 0.5695 1.5806
H 1.700831 0.182409 0.276588 -0.4147 -0.5786 0.9924
H 1.505790 -0.690858 1.913493 -0.0706 1.0219 0.7284
```
Positions in Å, forces in eV/Å.

As for the SMILES: C=PC1(C(=O)CC)CC1. The calculation puts the LUMO energy at 0.78 eV. The value obtained for the energy above the lowest of the compared OMol25 structures with the same formula, charge and spin is 69.5 kcal per mole.

---

Q: Number 2 is which compound?
A: C7H11OP